--- i ---
Below is a cluster of 2 separate species, C3H5N3 in total, with properties calculated with ωB97M-V with the def2-TZVPD basis set.

Structure (XYZ):
```
11
Properties=species:S:1:pos:R:3:nbo_charge:R:1
C -0.034 -1.461 -0.776 -0.31
N -1.497 0.032 -0.104 -0.41
C -0.554 0.708 0.331 0.14
N 0.792 0.161 0.142 -0.73
C -0.612 1.991 1.014 0.22
N -0.668 3.013 1.557 -0.30
H -0.607 -2.105 -0.121 0.22
H -0.510 -1.274 -1.731 0.22
H 1.002 -1.782 -0.880 0.17
H 1.395 0.743 -0.447 0.40
H 1.293 -0.025 1.015 0.40
```

Output
HOMO (spin up / spin down) (eV): -8.49 / -8.49
Lowest unoccupied orbital energy (spin up / spin down) (eV): 0.0 / 0.0
Spin multiplicity: 1
Frontier orbital gap (spin up / spin down) (eV): 8.50 / 8.50

--- ii ---
Below is an isolated molecule of C3H5N3, with properties calculated with ωB97M-V with the def2-TZVPD basis set.

Structure (XYZ):
```
11
Properties=species:S:1:pos:R:3:nbo_charge:R:1
C -1.661 -0.092 0.062 -0.41
N -0.226 -0.202 -0.097 -0.17
C 0.710 0.765 0.030 -0.09
C 1.899 0.086 -0.034 -0.13
N 1.631 -1.236 -0.200 -0.24
N 0.345 -1.403 -0.232 -0.07
H -2.164 -0.656 -0.725 0.23
H -1.954 -0.486 1.039 0.22
H -1.943 0.960 -0.002 0.21
H 0.451 1.808 0.122 0.23
H 2.912 0.456 0.037 0.22
```

Output
SMILES: Cn1ccnn1
HOMO (eV): -9.76
Lowest unoccupied orbital energy (eV): 0.9
Spin multiplicity: 1
Frontier orbital gap (eV): 10.61

Which structure loses on stability? i does.

--- i ---
Below is a cluster of 14 separate species, C42H112O14 in total, with properties calculated with ωB97M-V with the def2-TZVPD basis set.

Structure (XYZ):
```
168
Properties=species:S:1:pos:R:3:mulliken_charge:R:1
C -5.284 8.055 2.315 -1.17
C -4.413 7.407 3.357 0.42
C -4.757 5.942 3.568 -1.21
O -3.061 7.406 2.935 -0.50
H -4.970 9.061 2.036 0.34
H -6.290 8.069 2.733 0.36
H -5.355 7.539 1.357 0.25
H -4.518 7.896 4.325 0.26
H -5.813 5.755 3.762 0.36
H -4.133 5.507 4.349 0.32
H -4.493 5.359 2.686 0.30
H -3.005 6.835 2.165 0.29
C 0.796 -0.876 -8.536 -1.41
C 0.013 -0.009 -7.672 0.49
C 1.010 0.944 -6.978 -1.19
O -1.014 0.748 -8.329 -0.54
H 0.183 -1.564 -9.119 0.36
H 1.489 -1.518 -7.993 0.35
H 1.301 -0.328 -9.332 0.38
H -0.457 -0.638 -6.916 0.25
H 0.372 1.615 -6.402 0.29
H 1.681 1.433 -7.684 0.31
H 1.637 0.512 -6.198 0.38
H -0.695 1.034 -9.189 0.32
C -7.476 -2.883 -1.069 -1.22
C -8.988 -2.652 -0.651 0.40
C -9.631 -1.539 -1.555 -1.27
O -9.617 -3.938 -0.748 -0.54
H -7.502 -3.203 -2.111 0.34
H -6.979 -3.611 -0.429 0.28
H -6.857 -1.986 -1.077 0.35
H -9.031 -2.311 0.383 0.33
H -9.622 -1.906 -2.581 0.33
H -9.059 -0.612 -1.540 0.35
H -10.693 -1.491 -1.315 0.30
H -9.771 -4.134 0.179 0.35
C 6.332 -5.869 -2.728 -1.27
C 5.132 -5.625 -3.639 0.60
C 5.451 -4.902 -4.933 -1.24
O 4.594 -6.859 -4.054 -0.56
H 7.116 -6.442 -3.222 0.33
H 6.015 -6.518 -1.912 0.28
H 6.764 -4.970 -2.288 0.36
H 4.422 -5.015 -3.081 0.25
H 6.016 -4.018 -4.636 0.32
H 4.575 -4.631 -5.522 0.28
H 6.125 -5.419 -5.616 0.34
H 3.655 -6.823 -3.858 0.32
C 7.737 2.622 -0.954 -1.27
C 6.285 2.542 -1.532 0.68
C 6.156 1.393 -2.470 -1.39
O 5.350 2.474 -0.463 -0.48
H 7.987 3.678 -0.844 0.32
H 8.513 2.195 -1.589 0.33
H 7.881 2.195 0.039 0.34
H 6.119 3.470 -2.080 0.14
H 6.374 0.418 -2.035 0.29
H 6.830 1.461 -3.324 0.39
H 5.219 1.550 -3.004 0.40
H 4.482 2.380 -0.861 0.26
C 2.158 4.652 3.883 -1.14
C 3.569 5.136 4.150 0.61
C 3.711 5.736 5.556 -1.35
O 4.358 3.994 4.021 -0.51
H 2.088 4.094 2.949 0.29
H 1.462 5.487 3.800 0.36
H 1.655 4.007 4.604 0.27
H 3.940 5.871 3.435 0.21
H 3.473 4.979 6.304 0.31
H 3.010 6.562 5.678 0.36
H 4.696 6.135 5.800 0.34
H 4.394 3.783 3.085 0.26
C -8.496 0.849 5.752 -1.30
C -8.348 -0.003 4.512 0.34
C -6.993 0.284 3.823 -1.15
O -8.383 -1.354 4.911 -0.56
H -8.333 1.884 5.450 0.34
H -7.733 0.568 6.478 0.37
H -9.455 0.641 6.227 0.32
H -9.135 0.290 3.816 0.32
H -6.193 0.303 4.563 0.29
H -7.002 1.245 3.309 0.35
H -6.750 -0.472 3.076 0.32
H -7.772 -1.468 5.643 0.35
C -1.773 -7.264 -5.213 -1.36
C -0.848 -6.307 -4.504 0.44
C -1.591 -5.161 -3.843 -1.24
O -0.153 -7.088 -3.572 -0.51
H -2.496 -7.722 -4.539 0.36
H -1.268 -8.133 -5.635 0.36
H -2.250 -6.891 -6.120 0.38
H -0.178 -5.903 -5.262 0.26
H -2.196 -4.664 -4.601 0.36
H -0.923 -4.368 -3.507 0.31
H -2.341 -5.425 -3.098 0.32
H -0.835 -7.583 -3.112 0.34
C -1.078 7.964 -1.969 -1.25
C -0.240 6.682 -1.746 0.63
C 1.169 7.011 -1.169 -1.35
O -0.929 5.749 -0.863 -0.56
H -0.525 8.674 -2.584 0.36
H -1.364 8.520 -1.076 0.31
H -1.968 7.649 -2.514 0.32
H -0.114 6.190 -2.711 0.21
H 1.122 7.481 -0.187 0.34
H 1.742 7.704 -1.786 0.38
H 1.788 6.121 -1.060 0.30
H -1.760 5.528 -1.290 0.29
C 7.621 -4.153 3.149 -1.11
C 7.003 -2.910 3.690 0.66
C 6.203 -2.093 2.661 -1.28
O 6.051 -3.259 4.682 -0.51
H 6.846 -4.907 3.008 0.14
H 8.391 -4.592 3.782 0.33
H 8.135 -3.903 2.220 0.35
H 7.800 -2.261 4.053 0.17
H 5.287 -2.627 2.407 0.28
H 6.816 -1.886 1.784 0.35
H 5.942 -1.087 2.989 0.36
H 5.714 -2.475 5.122 0.27
C 1.477 -0.988 6.055 -1.17
C 2.270 -0.197 7.142 0.55
C 2.304 -0.958 8.491 -1.33
O 3.585 0.122 6.768 -0.53
H 0.405 -1.028 6.247 0.36
H 1.756 -2.038 5.965 0.27
H 1.597 -0.561 5.059 0.34
H 1.779 0.752 7.353 0.22
H 1.292 -1.159 8.844 0.37
H 2.878 -0.314 9.158 0.33
H 2.807 -1.914 8.348 0.33
H 3.446 0.768 6.072 0.28
C 0.860 -0.674 -0.387 -1.46
C -0.191 0.364 -0.705 0.82
C -1.311 0.511 0.367 -1.34
O 0.535 1.557 -0.900 -0.45
H 0.569 -1.686 -0.107 0.40
H 1.534 -0.345 0.404 0.33
H 1.470 -0.820 -1.278 0.32
H -0.638 -0.042 -1.613 0.07
H -1.686 -0.474 0.645 0.37
H -2.064 1.260 0.123 0.35
H -0.859 0.864 1.295 0.35
H -0.046 2.312 -0.780 0.25
C -5.405 2.426 -4.046 -1.38
C -4.635 3.664 -4.295 0.51
C -5.116 4.398 -5.565 -1.32
O -4.797 4.443 -3.135 -0.49
H -5.324 1.713 -4.867 0.39
H -6.491 2.465 -3.971 0.37
H -4.989 1.852 -3.217 0.32
H -3.586 3.388 -4.402 0.24
H -6.173 4.660 -5.518 0.36
H -5.098 3.714 -6.414 0.36
H -4.509 5.295 -5.686 0.32
H -5.709 4.740 -3.085 0.32
C 2.811 -6.643 1.602 -1.28
C 3.063 -7.482 2.853 0.48
C 4.130 -8.543 2.561 -1.17
O 3.428 -6.729 3.974 -0.51
H 3.688 -6.145 1.187 0.30
H 2.144 -5.824 1.870 0.33
H 2.384 -7.240 0.797 0.40
H 2.140 -8.036 3.026 0.26
H 3.698 -9.360 1.984 0.35
H 4.658 -8.948 3.424 0.34
H 4.945 -8.055 2.026 0.24
H 4.123 -6.089 3.805 0.28
```

Output
HOMO (eV): -9.93
Lowest unoccupied orbital energy (eV): 0.0
Spin multiplicity: 1
Frontier orbital gap (eV): 9.91

--- ii ---
Below is a cluster of 14 separate species, C42H112O14 in total, with properties calculated with ωB97M-V with the def2-TZVPD basis set.

Structure (XYZ):
```
168
Properties=species:S:1:pos:R:3:mulliken_charge:R:1
C -5.061 -11.521 -7.808 -0.97
C -5.057 -10.079 -7.336 2.64
C -5.916 -9.913 -6.098 -1.48
O -3.697 -9.706 -7.031 -0.54
H -5.921 -11.800 -8.410 -0.08
H -4.904 -12.170 -6.941 0.45
H -4.157 -11.694 -8.402 0.34
H -5.380 -9.387 -8.112 -1.62
H -6.968 -10.078 -6.360 0.31
H -5.884 -8.895 -5.701 0.37
H -5.645 -10.603 -5.299 0.39
H -3.302 -10.301 -6.385 0.23
C -0.548 -10.298 -14.345 0.58
C 0.950 -10.524 -14.578 0.54
C 1.315 -11.996 -14.631 -1.12
O 1.451 -9.838 -15.735 -0.60
H -0.789 -9.326 -14.787 0.04
H -0.709 -10.143 -13.278 -0.31
H -1.183 -11.096 -14.725 -0.13
H 1.465 -10.103 -13.710 -0.19
H 2.370 -12.130 -14.855 0.43
H 0.641 -12.541 -15.297 0.36
H 1.129 -12.443 -13.648 0.02
H 1.096 -10.276 -16.515 0.37
C -4.367 -2.340 -12.591 -1.47
C -5.171 -3.560 -12.186 2.31
C -5.913 -3.283 -10.882 -1.38
O -6.110 -3.898 -13.216 -0.65
H -3.761 -1.961 -11.772 0.35
H -5.041 -1.545 -12.924 0.45
H -3.693 -2.548 -13.422 0.28
H -4.555 -4.435 -11.992 -1.26
H -6.507 -2.367 -10.910 0.39
H -5.185 -3.202 -10.071 0.37
H -6.573 -4.116 -10.632 0.19
H -6.741 -3.177 -13.308 0.32
C -2.906 -14.012 -11.329 -0.87
C -1.586 -13.412 -11.771 1.70
C -0.422 -14.210 -11.231 -1.74
O -1.489 -13.492 -13.209 -0.50
H -3.016 -13.963 -10.235 0.41
H -2.976 -15.072 -11.574 0.33
H -3.771 -13.480 -11.731 -0.23
H -1.490 -12.365 -11.458 -0.26
H 0.529 -13.771 -11.553 0.33
H -0.406 -15.229 -11.620 0.35
H -0.408 -14.237 -10.139 0.41
H -2.096 -12.820 -13.554 -0.08
C -8.162 -8.948 -9.191 0.21
C -9.096 -8.449 -8.122 0.52
C -9.475 -6.982 -8.237 -1.29
O -10.356 -9.172 -8.215 -0.62
H -8.414 -8.718 -10.224 0.12
H -8.124 -10.051 -9.226 -0.03
H -7.118 -8.706 -8.966 -0.35
H -8.718 -8.614 -7.109 0.11
H -10.422 -6.789 -7.742 0.44
H -9.537 -6.629 -9.266 0.05
H -8.668 -6.403 -7.774 0.33
H -10.128 -10.100 -8.093 0.32
C -2.074 -5.049 -15.839 -1.39
C -1.118 -5.303 -14.692 0.43
C -1.665 -6.314 -13.696 0.49
O 0.095 -5.811 -15.295 -0.64
H -2.210 -5.937 -16.441 0.28
H -1.735 -4.172 -16.400 0.50
H -3.023 -4.665 -15.441 0.20
H -0.832 -4.414 -14.116 0.16
H -1.791 -7.330 -14.088 -0.12
H -2.592 -5.949 -13.263 -0.33
H -0.937 -6.560 -12.907 0.04
H 0.557 -6.347 -14.644 0.30
C -2.495 -8.964 -11.453 0.65
C -3.920 -8.648 -11.071 1.95
C -4.108 -7.419 -10.190 -0.07
O -4.640 -8.434 -12.311 0.82
H -2.549 -9.693 -12.264 -0.58
H -1.897 -9.386 -10.641 0.45
H -1.928 -8.108 -11.814 -0.93
H -4.364 -9.547 -10.628 -1.12
H -4.113 -6.479 -10.741 -0.37
H -3.365 -7.397 -9.394 -0.10
H -5.081 -7.496 -9.691 -0.13
H -5.383 -7.822 -12.146 -0.61
C 1.080 -8.465 -9.324 -0.93
C 1.939 -8.173 -10.522 0.79
C 2.921 -9.293 -10.876 -1.62
O 1.071 -7.852 -11.639 -0.24
H 0.480 -9.354 -9.528 0.16
H 0.441 -7.628 -9.041 -0.08
H 1.721 -8.637 -8.456 0.49
H 2.590 -7.290 -10.411 0.07
H 3.509 -9.012 -11.750 0.41
H 2.397 -10.232 -11.082 0.28
H 3.591 -9.484 -10.036 0.46
H 1.605 -7.627 -12.407 0.19
C -8.971 -5.493 -11.930 -1.40
C -8.305 -6.698 -12.567 1.29
C -8.667 -6.891 -14.030 -1.51
O -6.886 -6.636 -12.397 0.04
H -10.064 -5.573 -11.961 0.41
H -8.786 -4.552 -12.458 0.29
H -8.717 -5.415 -10.874 0.12
H -8.648 -7.559 -11.987 -0.07
H -8.148 -7.759 -14.442 0.18
H -8.313 -6.036 -14.622 0.32
H -9.741 -6.958 -14.201 0.43
H -6.632 -5.786 -12.793 -0.43
C -3.959 -14.065 -15.571 -1.59
C -4.384 -12.613 -15.593 1.12
C -5.871 -12.457 -15.387 -1.28
O -3.724 -12.043 -14.451 0.79
H -4.042 -14.480 -14.570 0.20
H -2.909 -14.133 -15.867 0.37
H -4.527 -14.639 -16.306 0.47
H -4.013 -12.149 -16.510 -0.07
H -6.490 -12.796 -16.221 0.51
H -6.093 -11.390 -15.266 0.06
H -6.217 -12.934 -14.474 0.30
H -3.781 -11.069 -14.492 -0.44
C -1.749 -5.246 -6.608 -1.44
C -1.946 -6.726 -6.795 1.84
C -1.364 -7.528 -5.623 -1.74
O -3.316 -7.015 -7.018 -0.50
H -2.009 -4.934 -5.593 0.43
H -2.316 -4.693 -7.357 0.25
H -0.697 -4.963 -6.703 0.31
H -1.404 -7.095 -7.684 -0.49
H -1.175 -8.559 -5.934 0.35
H -1.948 -7.377 -4.720 0.36
H -0.336 -7.175 -5.467 0.47
H -3.389 -7.992 -7.024 0.24
C -8.154 -12.300 -10.873 -1.66
C -7.599 -11.255 -11.811 2.02
C -6.136 -11.391 -12.104 0.52
O -8.346 -11.393 -13.046 -0.65
H -7.867 -13.302 -11.195 0.39
H -9.241 -12.238 -10.889 0.37
H -7.793 -12.127 -9.857 0.14
H -7.856 -10.260 -11.427 -0.94
H -5.569 -11.269 -11.164 -0.31
H -5.744 -10.689 -12.836 -0.26
H -5.766 -12.366 -12.428 0.02
H -8.395 -10.543 -13.490 0.33
C -3.753 -9.367 -17.200 -1.78
C -3.978 -8.478 -16.011 1.97
C -5.078 -7.465 -16.221 -1.28
O -4.299 -9.320 -14.885 0.62
H -4.652 -9.922 -17.497 0.36
H -2.990 -10.132 -17.050 0.22
H -3.487 -8.751 -18.065 0.48
H -3.000 -8.031 -15.796 -0.62
H -4.745 -6.667 -16.888 0.43
H -5.422 -7.053 -15.271 0.11
H -5.942 -7.949 -16.686 0.36
H -4.532 -8.735 -14.140 -0.48
C 1.062 -4.198 -9.734 -1.18
C 0.110 -4.309 -10.946 0.80
C -1.263 -4.805 -10.527 -0.12
O -0.020 -2.985 -11.532 -0.64
H 0.687 -4.787 -8.890 0.11
H 1.223 -3.181 -9.385 0.38
H 2.044 -4.632 -9.946 0.21
H 0.602 -4.855 -11.746 -0.05
H -1.826 -4.995 -11.436 -0.42
H -1.776 -4.059 -9.915 0.69
H -1.179 -5.718 -9.936 -0.19
H -0.575 -2.452 -10.953 0.39
```

Output
HOMO (eV): -9.61
Lowest unoccupied orbital energy (eV): 0.3
Spin multiplicity: 1
Frontier orbital gap (eV): 9.96

Which structure loses on stability? i does.

--- i ---
Below is an isolated molecule of CH2N2OS2, with properties calculated with ωB97M-V with the def2-TZVPD basis set.

Structure (XYZ):
```
8
Properties=species:S:1:pos:R:3:nbo_charge:R:1
C 0.264 0.692 -0.123 0.79
N -0.952 -0.024 -0.613 -0.72
N 1.308 -0.194 -0.029 -0.82
O 0.258 1.863 -0.068 -0.55
S -2.547 0.168 0.068 0.29
S -1.474 -1.525 0.067 0.22
H 1.154 -1.153 0.113 0.39
H 1.989 0.174 0.586 0.40
```

Output
SMILES: NC(=O)n1ss1
HOMO (eV): -8.88
Lowest unoccupied orbital energy (eV): -0.4
Spin multiplicity: 1
Frontier orbital gap (eV): 8.50

--- ii ---
Below is a cluster of 2 separate species, CH2N2OS2 in total, with properties calculated with ωB97M-V with the def2-TZVPD basis set.

Structure (XYZ):
```
8
Properties=species:S:1:pos:R:3:nbo_charge:R:1
C 1.069 0.134 -0.177 -0.50
N 0.414 -0.482 -1.112 0.06
N -0.299 -0.971 -1.864 0.07
O -1.845 1.138 0.134 -0.87
S -1.330 -1.325 1.624 -0.35
S -1.075 0.550 1.198 1.08
H 1.940 -0.291 0.295 0.25
H 1.125 1.247 -0.098 0.26
```

Output
HOMO (eV): -9.12
Lowest unoccupied orbital energy (eV): -1.3
Spin multiplicity: 1
Frontier orbital gap (eV): 7.78

Which structure loses on stability? ii does.